Here is C27H54F3N6O13STi as an isolated structure from the OMol25 dataset. Energies are from ωB97M-V with the def2-TZVPD basis set.

Element x y z (Å)
Ti  8.29  -0.41  -0.68
S  1.87  -1.13  -0.14
F  1.46  0.95  1.70
F  2.18  1.51  -0.21
F  0.05  1.02  0.04
O  5.72  2.02  -4.83
O  0.99  -7.14  -7.26
O  1.29  -2.08  0.82
O  1.35  -1.19  -1.52
O  3.35  -1.12  -0.13
O  -4.60  3.93  5.66
O  -0.22  7.96  0.10
O  1.82  8.15  -0.74
O  -6.33  5.78  -2.06
O  3.27  -2.12  9.87
O  4.58  -9.13  2.53
O  -6.17  -4.57  0.10
O  5.38  -7.78  4.12
N  -3.94  -4.26  -0.30
N  -6.15  7.65  -3.26
N  2.99  -4.17  8.94
N  3.63  2.05  -5.69
N  -6.03  4.94  4.32
N  1.26  -5.03  -6.63
C  -0.88  7.85  1.32
C  1.33  0.69  0.40
C  0.21  8.06  2.34
C  1.28  -4.50  -8.00
C  -5.24  3.94  4.63
C  2.50  2.77  -6.22
C  -5.27  2.70  3.79
C  3.29  -2.88  8.90
C  -5.30  5.53  -4.21
C  4.87  2.51  -5.55
C  -5.00  -4.76  0.40
C  -4.11  -3.36  -1.47
C  2.68  -4.93  10.15
C  5.98  -8.57  0.78
C  0.95  -6.86  -4.94
C  -5.98  6.34  -3.11
C  -6.27  8.35  -4.57
C  6.13  -7.46  1.77
C  1.14  -6.36  -6.35
C  -5.98  6.22  5.01
C  5.39  -8.08  2.94
C  3.62  -2.39  7.54
C  1.54  7.73  1.65
C  1.10  7.97  0.21
C  5.28  3.82  -6.23
C  4.67  -9.30  1.14
C  -4.64  -5.42  1.68
H  -6.88  7.69  -5.19
H  -6.86  9.22  -4.30
H  7.16  -7.25  2.07
H  -5.39  8.47  -5.20
H  -6.01  4.76  -4.54
H  4.62  -10.39  1.05
H  1.61  -5.08  10.31
H  2.00  -5.03  -8.62
H  -3.55  -3.75  -2.32
H  -5.98  7.05  4.30
H  6.37  3.82  -6.30
H  -6.31  2.38  3.77
H  3.10  -4.48  11.05
H  4.67  -2.28  7.28
H  -4.55  1.99  4.21
H  3.20  -1.40  7.39
H  3.39  1.16  -5.27
H  -6.49  8.17  -2.46
H  -3.00  -4.39  0.04
H  2.49  2.69  -7.31
H  -1.68  8.58  1.46
H  -3.62  -2.44  -1.16
H  -4.39  5.09  -3.80
H  5.05  4.65  -5.57
H  0.31  -4.67  -8.48
H  -5.52  -5.50  2.31
H  -6.80  6.39  5.71
H  1.82  6.70  1.83
H  2.34  8.38  2.02
H  4.90  3.98  -7.24
H  1.74  -6.52  -4.27
H  -5.02  6.39  5.50
H  -6.79  4.76  3.67
H  6.83  -9.24  0.90
H  -3.86  -4.83  2.17
H  -1.34  6.87  1.28
H  0.88  -7.95  -4.92
H  2.57  3.80  -5.88
H  3.15  -3.00  6.77
H  0.07  9.08  2.71
H  -0.06  7.50  3.24
H  -5.06  6.10  -5.11
H  -4.99  3.01  2.78
H  0.01  -6.58  -4.47
H  1.26  -4.38  -5.86
H  3.12  -4.66  8.06
H  3.76  -8.92  0.67
H  5.98  -8.19  -0.24
H  -5.15  -3.20  -1.76
H  1.43  -3.43  -7.98
H  5.64  -6.52  1.55
H  -4.27  -6.42  1.47
H  1.55  2.27  -6.03
H  3.19  -5.88  9.99

Output
- total charge = 0
- frontier orbital gap (alpha / beta) (eV) = 3.8 / 5.1
- 2S+1 = 4

=====

Here is a 14-piece molecular cluster, C50H124N4O14 overall from the OMol25 dataset. Energies are from ωB97M-V with the def2-TZVPD basis set.

Element x y z (Å)
O  -9.69  9.08  -0.76
O  -13.73  10.34  5.10
O  -11.11  12.51  6.12
O  -7.75  11.11  -0.84
O  -12.26  14.81  3.96
O  -15.03  14.23  4.56
O  -15.79  14.25  -1.90
O  -6.78  15.82  6.05
O  -15.68  13.60  1.28
O  -11.62  8.85  3.42
O  -10.68  15.22  6.72
O  -10.20  23.58  3.68
O  -9.73  17.91  -3.67
O  -7.91  12.77  -3.11
N  -5.93  16.56  5.20
N  -12.54  14.85  2.58
N  -11.44  22.96  3.95
N  -16.87  14.82  -2.61
C  -5.57  11.57  0.15
C  -13.88  23.18  3.88
C  -3.98  15.74  6.32
C  -14.88  13.91  5.95
C  -13.97  21.74  3.42
C  -10.66  17.29  -2.76
C  -4.95  17.86  7.15
C  -5.72  18.06  3.32
C  -16.11  12.30  1.64
C  -11.40  17.04  2.16
C  -12.38  15.24  -0.26
C  -11.58  16.29  6.98
C  -18.09  14.03  -2.46
C  -12.04  17.91  -2.87
C  -9.07  13.51  -2.78
C  -4.54  18.73  3.98
C  -17.79  12.61  -2.95
C  -11.88  9.11  0.21
C  -10.26  12.57  -2.69
C  -15.59  16.89  -2.79
C  -11.17  21.36  2.03
C  -19.17  14.62  -3.36
C  -11.43  21.56  3.53
C  -3.81  17.75  4.88
C  -19.33  16.13  -3.24
C  -12.77  20.94  3.93
C  -10.27  14.01  1.89
C  -4.71  17.02  5.90
C  -10.41  9.43  0.40
C  -12.18  12.46  2.38
C  -17.27  16.72  -0.98
C  -18.62  13.91  -1.01
C  -15.87  11.35  0.49
C  -12.42  25.07  4.49
C  -6.69  17.45  4.34
C  -12.31  13.87  0.41
C  -7.80  16.70  3.62
C  -12.22  16.25  8.34
C  -16.92  16.26  -2.40
C  -13.78  16.94  2.91
C  -12.47  24.39  2.13
C  -16.18  13.33  6.47
C  -11.79  13.84  1.84
C  -12.70  16.21  2.10
C  -13.19  16.16  0.66
C  -10.34  20.86  4.33
C  -7.05  11.83  0.17
C  -7.38  18.60  5.10
C  -17.98  16.79  -3.37
C  -12.54  23.85  3.56
H  -17.80  13.88  -0.29
H  -3.16  17.05  4.35
H  -11.01  17.24  6.94
H  -14.81  11.34  0.24
H  -3.17  18.39  5.51
H  -6.71  19.32  5.58
H  -12.10  8.05  0.03
H  -14.82  16.78  -2.02
H  -9.27  14.33  -3.48
H  -8.52  16.35  4.36
H  -11.14  20.30  1.77
H  -9.78  18.86  -3.56
H  -14.01  17.93  2.52
H  -10.21  11.97  -1.79
H  -12.72  17.48  -2.14
H  -3.82  19.08  3.23
H  -10.81  16.89  1.26
H  -9.00  14.02  -1.80
H  -12.99  15.15  -1.16
H  -15.60  11.96  2.55
H  -15.20  16.47  -3.72
H  -13.94  21.69  2.33
H  -11.63  18.10  2.29
H  -15.73  17.95  -3.01
H  -17.62  16.63  -4.40
H  -10.01  8.96  1.31
H  -12.36  24.82  5.54
H  -11.49  24.82  1.93
H  -16.67  16.22  -0.21
H  -6.30  18.74  2.68
H  -8.24  17.32  2.84
H  -10.27  17.49  -1.76
H  -17.54  12.57  -4.01
H  -19.17  12.98  -0.85
H  -8.05  18.29  5.91
H  -5.16  11.85  -0.82
H  -13.20  25.20  2.05
H  -11.52  9.64  3.95
H  -11.99  21.73  1.41
H  -14.22  15.77  0.61
H  -19.95  16.48  -4.07
H  -19.26  14.74  -0.73
H  -14.69  16.33  2.95
H  -12.57  8.72  3.36
H  -7.83  11.67  -1.63
H  -12.43  17.74  -3.88
H  -12.82  20.80  5.01
H  -7.21  13.37  -3.39
H  -5.34  17.26  2.67
H  -16.98  14.03  6.22
H  -16.43  11.68  -0.38
H  -20.11  14.12  -3.13
H  -14.86  21.23  3.77
H  -11.41  15.68  -0.49
H  -11.11  13.47  6.24
H  -18.64  11.95  -2.77
H  -7.26  12.90  0.04
H  -7.98  19.20  4.41
H  -9.92  14.05  2.93
H  -10.69  12.38  5.27
H  -5.22  18.89  6.91
H  -16.16  10.33  0.74
H  -15.25  14.03  2.02
H  -9.91  14.90  1.38
H  -4.53  15.22  7.10
H  -7.53  11.57  1.12
H  -13.31  13.44  0.34
H  -7.40  15.81  3.12
H  -13.46  17.06  3.95
H  -7.14  16.44  6.70
H  -5.06  12.18  0.90
H  -10.63  16.23  -2.99
H  -5.76  17.48  7.77
H  -13.24  25.78  4.31
H  -16.93  12.22  -2.40
H  -3.93  15.07  5.46
H  -12.49  9.50  1.02
H  -18.33  16.65  -0.76
H  -11.96  18.99  -2.74
H  -10.82  16.77  3.05
H  -12.80  19.95  3.48
H  -4.04  17.91  7.75
H  -14.62  10.60  5.37
H  -9.77  13.15  1.44
H  -12.88  17.10  8.53
H  -10.06  15.18  7.46
H  -13.22  12.47  2.72
H  -18.94  14.39  -4.41
H  -14.66  14.81  6.54
H  -14.15  14.49  4.27
H  -11.14  13.22  -2.60
H  -12.78  15.34  8.57
H  -12.68  23.68  1.34
H  -10.52  20.97  5.40
H  -10.31  10.50  0.66
H  -11.44  16.37  9.11
H  -11.67  13.24  -0.22
H  -14.06  13.20  6.04
H  -13.80  10.20  4.15
H  -4.83  19.62  4.54
H  -11.40  15.23  4.06
H  -10.22  21.80  1.72
H  -14.13  23.30  4.94
H  -18.02  17.89  -3.33
H  -9.34  21.20  4.06
H  -12.28  16.43  6.15
H  -16.42  12.37  6.01
H  -19.88  16.42  -2.34
H  -14.66  23.75  3.36
H  -8.98  9.72  -0.92
H  -12.15  9.56  -0.75
H  -11.53  25.64  4.23
H  -10.33  11.92  -3.56
H  -17.17  12.31  1.91
H  -12.09  11.69  1.62
H  -9.72  23.50  4.51
H  -13.30  17.17  0.24
H  -15.94  14.43  -0.96
H  -11.62  12.15  3.27
H  -17.11  17.80  -0.92
H  -16.10  13.24  7.55
H  -5.33  10.53  0.33
H  -10.32  19.77  4.19
H  -2.98  15.97  6.68

Output
- relative energy (zero: lowest compared OMol25 entry of this formula, charge and spin) (kJ/mol) = 0.0
- total charge = 0
- frontier orbital gap (eV) = 8.6

=====

Here is one molecule with the formula C6H14N2O3S from the OMol25 dataset. Energies are from ωB97M-V with the def2-TZVPD basis set.

Element x y z (Å)
S  -1.41  -1.94  1.75
O  -0.74  -3.18  2.07
O  -2.72  -2.13  1.09
O  -1.34  -0.79  2.64
N  -0.98  1.47  -0.85
N  0.95  -0.83  0.53
C  -0.53  -2.10  -1.03
C  1.23  0.36  -0.24
C  1.33  -0.84  1.90
C  -1.72  0.29  -0.21
C  -0.37  -1.32  0.25
C  0.33  1.67  -0.01
H  -2.30  -0.25  -0.97
H  -0.74  1.00  -1.75
H  -1.32  -2.83  -0.96
H  -2.13  0.53  0.76
H  2.32  0.55  -0.10
H  -0.65  -1.44  -1.86
H  -0.03  1.78  1.04
H  1.04  0.04  -1.28
H  0.81  2.61  -0.24
H  1.11  0.18  2.32
H  -1.32  2.44  -1.15
H  0.85  -1.62  2.52
H  2.45  -0.78  1.87
H  0.38  -2.69  -1.35

Output
- relative energy (zero: lowest compared OMol25 entry of this formula, charge and spin) (kJ/mol) = 371.1
- total charge = 0
- frontier orbital gap (eV) = 8.1

=====

Here is C24H28BrMgN5O4S7 as an isolated structure from the OMol25 dataset. Energies are from ωB97M-V with the def2-TZVPD basis set.

Element x y z (Å)
Br  -3.76  0.14  -0.14
S  0.76  -0.45  6.00
S  -0.81  -5.57  -3.25
S  6.48  -1.63  6.08
S  -1.46  -3.72  -3.00
S  4.27  -2.14  4.13
S  3.69  -0.74  6.54
S  1.47  -2.16  3.10
Mg  -0.95  -2.48  -0.75
O  -0.87  -0.58  -0.53
O  -2.21  -3.25  -4.14
O  -2.27  -3.64  -1.72
O  -0.29  -2.82  -2.68
N  -2.17  -3.17  3.35
N  -1.47  -2.82  1.35
N  -1.35  -4.21  3.11
N  1.55  -6.49  0.76
N  0.37  -4.12  -0.05
C  -3.04  4.69  -3.30
C  1.43  1.05  -1.61
C  -0.37  2.76  -1.83
C  -1.98  4.74  -2.20
C  -2.34  1.22  -0.83
C  -1.64  3.32  -1.74
C  1.77  -0.39  -1.19
C  1.83  1.19  -3.09
C  -0.04  1.47  -1.44
C  -2.64  2.50  -1.22
C  -2.52  5.55  -1.01
C  2.31  1.99  -0.75
C  -0.94  -3.95  1.89
C  -2.23  -2.34  2.31
C  -0.75  5.47  -2.75
C  0.65  -5.87  1.52
C  0.56  0.92  4.82
C  1.24  -4.75  -0.83
C  -1.06  0.62  -0.92
C  0.06  -4.69  1.11
C  2.56  -1.73  4.33
C  2.32  -1.07  5.50
C  4.89  -1.52  5.62
C  1.84  -5.93  -0.40
H  3.36  1.72  -0.86
H  1.23  0.52  -3.70
H  1.55  -0.57  -0.14
H  -3.95  4.21  -2.95
H  -1.78  5.61  -0.21
H  0.40  -6.31  2.48
H  2.04  1.89  0.30
H  -0.34  4.96  -3.62
H  -2.78  6.57  -1.32
H  1.25  -1.11  -1.80
H  0.43  3.38  -2.23
H  -2.67  4.13  -4.16
H  0.03  5.56  -1.99
H  -2.80  -1.43  2.26
H  -3.30  5.70  -3.63
H  -3.42  5.09  -0.59
H  -2.57  -3.06  4.27
H  1.71  2.20  -3.46
H  1.32  1.68  4.99
H  2.85  -0.53  -1.33
H  2.88  0.91  -3.21
H  2.56  -6.44  -1.04
H  1.44  -4.30  -1.80
H  -0.43  1.34  4.99
H  2.19  3.03  -1.04
H  -1.04  6.48  -3.06
H  -3.66  2.86  -1.12
H  0.62  0.52  3.81

Output
- total charge = -2
- frontier orbital gap (eV) = 6.2

=====

Here is a 2-piece molecular cluster, C4H14NOS overall from the OMol25 dataset. Energies are from ωB97M-V with the def2-TZVPD basis set.

Element x y z (Å)
S  -2.10  -0.29  -0.29
O  1.56  1.97  2.58
N  0.63  1.01  0.21
C  1.37  0.08  -0.67
C  -1.95  -1.79  0.66
C  -0.99  -0.13  -1.78
C  0.39  -0.72  -1.58
H  -1.61  -0.55  -2.57
H  -0.92  0.95  -1.89
H  0.82  2.27  3.11
H  -0.32  0.69  0.51
H  2.31  2.33  3.08
H  0.82  -0.88  -2.58
H  1.15  1.24  1.09
H  0.46  1.94  -0.18
H  1.88  -0.65  -0.04
H  2.07  0.63  -1.30
H  -1.52  -1.55  1.64
H  -2.92  -2.23  0.94
H  -1.44  -2.63  0.16
H  0.31  -1.70  -1.12

Output
- relative energy (zero: lowest compared OMol25 entry of this formula, charge and spin) (kJ/mol) = 76.6
- total charge = +1
- frontier orbital gap (eV) = 9.4

=====

Here is C7H11N3O as an isolated structure from the OMol25 dataset. Energies are from ωB97M-V with the def2-TZVPD basis set.

Element x y z (Å)
O  -2.83  0.13  -0.12
N  1.42  1.13  0.27
N  -0.81  1.95  -0.36
N  1.82  -1.25  -0.14
C  3.81  0.15  0.19
C  0.13  0.94  -0.08
C  0.53  -1.45  -0.33
C  -0.29  -0.35  -0.32
C  -2.85  -0.63  1.06
C  2.20  -0.03  0.15
C  -1.68  -0.42  -0.90
H  0.47  -2.46  -0.53
H  -1.79  -0.01  1.68
H  3.79  1.16  -0.59
H  -4.03  -0.28  1.40
H  -1.65  0.42  -1.59
H  -2.26  -1.87  0.80
H  -1.90  1.91  -0.09
H  4.20  0.27  1.29
H  -0.52  2.83  -0.11
H  4.33  -0.69  -0.25
H  -2.07  -1.44  -1.43

Output
- relative energy (zero: lowest compared OMol25 entry of this formula, charge and spin) (kJ/mol) = 568.0
- total charge = 0
- frontier orbital gap (eV) = 10.0

=====

Here is one molecule with the formula C7H12 from the OMol25 dataset. Energies are from ωB97M-V with the def2-TZVPD basis set.

Element x y z (Å)
C  -1.44  -0.12  0.93
C  -2.02  1.04  0.04
C  1.51  -0.25  0.67
C  0.53  -0.52  -0.47
C  0.98  -0.29  -1.71
C  2.69  0.36  0.54
C  -0.78  -1.16  -0.07
H  2.05  -0.21  -1.92
H  -0.63  -2.20  0.24
H  -2.69  0.70  -0.77
H  -1.41  -1.12  -0.98
H  -1.21  1.56  -0.47
H  1.13  -0.61  1.61
H  3.01  0.88  -0.35
H  -2.56  1.74  0.68
H  -0.64  0.39  1.52
H  0.33  -0.14  -2.56
H  -2.17  -0.51  1.66
H  3.32  0.47  1.41

Output
- relative energy (zero: lowest compared OMol25 entry of this formula, charge and spin) (kJ/mol) = 167.1
- structure (SMILES) = C=CC(=C)CCC
- total charge = 0
- frontier orbital gap (eV) = 9.6

=====

Here is C5H7NO2 as an isolated structure from the OMol25 dataset. Energies are from ωB97M-V with the def2-TZVPD basis set.

Element x y z (Å)
O  -1.06  -1.29  1.52
O  -0.44  1.84  -0.26
N  1.83  0.94  0.21
C  -0.96  -0.36  -1.31
C  -1.53  -1.05  -2.22
C  -0.40  -0.14  1.27
C  0.87  -0.19  0.19
C  -0.39  0.41  -0.30
H  -0.19  0.77  2.03
H  0.30  1.99  0.81
H  -2.25  -1.77  -2.68
H  2.48  0.57  1.01
H  -1.74  -1.70  0.87
H  2.48  1.27  -0.73
H  1.01  -1.30  -0.40

Output
- relative energy (zero: lowest compared OMol25 entry of this formula, charge and spin) (kJ/mol) = 812.8
- total charge = 0
- frontier orbital gap (eV) = 9.0

=====

Here is C5H5NO as an isolated structure from the OMol25 dataset. Energies are from ωB97M-V with the def2-TZVPD basis set.

Element x y z (Å)
O  -1.94  0.10  -0.48
N  1.45  0.85  0.23
C  -1.51  -1.20  0.07
C  -0.11  -0.61  0.17
C  0.26  1.55  -0.23
C  1.24  -0.53  0.37
C  -0.67  0.55  -0.31
H  -2.10  -1.12  1.13
H  2.44  1.27  -0.31
H  2.07  -1.17  0.50
H  -1.67  -2.21  -0.47
H  0.55  2.52  -0.67

Output
- relative energy (zero: lowest compared OMol25 entry of this formula, charge and spin) (kJ/mol) = 403.2
- total charge = 0
- frontier orbital gap (eV) = 9.2

=====

- The highest total charge belongs to which entry?
  C4H14NOS

=====

- total charge of number 6 (C7H11N3O)?
  0

=====

- Among the records above, which one has the lowest total charge?
  C24H28BrMgN5O4S7

=====

- Look up the total charge of the first one.
  0